C15H31N2O3PSSn | ωB97M-V/def2-TZVPD

```
! wB97M-V def2-TZVPD RIJCOSX def2/J DEFGRID3
* xyz 4 1
C 0.72 0.51 -3.36
H -2.31 -2.07 0.59
C -1.02 -3.66 -1.27
H 1.46 -3.54 -2.57
N 3.34 1.81 3.33
C -0.07 2.12 -0.37
H -4.02 -2.10 0.08
H -2.11 -3.65 -1.36
H -3.68 0.51 -2.62
H -0.84 -0.94 -4.85
H -2.89 1.23 -1.20
H -3.07 -1.70 -2.00
C -3.11 -1.47 0.14
O 0.39 -2.52 2.13
C -3.47 0.38 -1.55
H -0.65 -2.50 -3.05
C 4.39 2.28 4.22
H -0.66 -4.61 -1.72
C 2.02 -0.07 -0.50
H 4.02 2.83 5.09
H -1.13 0.78 1.72
C -1.49 -0.30 -4.24
C 1.18 -2.67 -1.95
H -1.20 1.19 -2.72
S 1.28 1.23 2.16
P -0.93 -0.80 -1.48
H -4.44 0.40 -1.02
H -1.79 0.55 -4.88
C -2.76 -0.95 -1.25
H 0.77 1.16 -4.24
O 3.05 -0.26 -1.07
O -0.33 3.18 -0.83
H -1.54 0.42 1.11
C -0.34 -2.49 -1.99
C -0.74 0.24 -3.01
H -2.40 -0.85 -3.99
H -0.74 -3.69 -0.21
N 1.09 2.49 4.25
H 1.25 1.01 -2.54
H 2.34 3.34 5.79
C 1.99 1.93 3.40
C 0.27 -1.51 1.53
H -3.32 -0.63 0.82
H 0.07 2.42 4.04
H 4.97 1.43 4.59
H 1.72 -1.80 -2.34
H 0.86 4.24 5.40
H 1.25 -0.42 -3.60
H 1.54 -2.87 -0.93
Sn 0.20 0.19 0.35
H 0.77 2.71 6.32
H 3.76 1.30 2.52
H 5.06 2.96 3.67
C 1.28 3.23 5.50
*
```

Calculated values
Orbital gap, Ha: 0.2159
Total energy, eV: -51082.7368
Highest occupied orbital energy, eV: -21.85
Relative energy (zero: lowest compared OMol25 entry of this formula, charge and spin), kJ/mol: 412.39

Atom charges from the Löwdin analysis, given in e for atoms 1 to 8:
1 C -0.07
2 H 0.05
3 C -0.06
4 H 0.14
5 N -0.01
6 C -0.03
7 H 0.14
8 H 0.09